*1*
The following is a DFT calculation (ωB97M-V/def2-TZVPD) of a cluster of 2 separate species, C3H10NOS in total.

```
16
Properties=species:S:1:pos:R:3
C -1.013 -1.571 -0.511
S -0.258 -1.112 -2.071
C 0.426 0.575 -1.672
H -1.376 -2.676 -0.606
H -0.311 -1.304 0.297
H -1.895 -0.994 -0.280
H 0.420 0.674 -0.600
H -0.313 1.213 -2.067
H 1.494 0.846 -1.952
N 0.875 2.096 2.258
C 0.684 0.636 1.945
O -0.574 0.299 1.811
H 1.432 2.265 3.066
H 0.012 2.442 2.560
H 1.273 0.008 2.796
H 1.264 0.405 1.051
```

* LUMO level: 3.442 eV
* charge: -1
* Kohn-Sham gap: 6.2 eV

Partial charges, natural (NBO), in e: atom 1 (C): -0.757, atom 2 (S): 0.093, atom 3 (C): -0.736, atom 4 (H): 0.200, atom 5 (H): 0.281, atom 6 (H): 0.219, atom 7 (H): 0.259, atom 8 (H): 0.202, atom 9 (H): 0.211, atom 10 (N): -0.916, atom 11 (C): 0.166, atom 12 (O): -0.935, atom 13 (H): 0.319, atom 14 (H): 0.344, atom 15 (H): -0.005, atom 16 (H): 0.054

---

*2*
The following is a DFT calculation (ωB97M-V/def2-TZVPD) of a cluster of 2 separate species, C3H10NOS in total.

```
16
Properties=species:S:1:pos:R:3
C 0.527 -0.672 1.177
C -0.863 -0.313 0.585
C -0.714 0.604 -0.645
S -1.005 -0.203 -2.322
N -1.619 -1.533 0.368
H 0.951 0.246 1.585
H 1.177 -1.069 0.393
H 0.407 -1.410 1.970
H -1.321 0.255 1.409
H -1.471 1.377 -0.763
H 0.270 1.065 -0.672
H -2.301 -1.322 -0.358
H -1.036 -2.280 0.015
H 1.705 1.487 -0.516
H 2.827 1.704 -1.530
O 2.465 2.064 -0.695
```

* LUMO level: 3.869 eV
* charge: -1
* Kohn-Sham gap: 6.4 eV

Partial charges, natural (NBO), in e: atom 1 (C): -0.616, atom 2 (C): -0.062, atom 3 (C): -0.515, atom 4 (S): -0.756, atom 5 (N): -0.862, atom 6 (H): 0.194, atom 7 (H): 0.202, atom 8 (H): 0.199, atom 9 (H): 0.153, atom 10 (H): 0.206, atom 11 (H): 0.132, atom 12 (H): 0.381, atom 13 (H): 0.354, atom 14 (H): 0.474, atom 15 (H): 0.468, atom 16 (O): -0.953

---

Least stable structure: *1*

---

*1*
The following is a DFT calculation (ωB97M-V/def2-TZVPD) of a cluster of 2 separate species, C3H10NOS in total.

```
16
Properties=species:S:1:pos:R:3
C 2.205 -0.352 1.005
S 2.633 0.676 -0.530
C 1.074 0.534 -1.401
H 2.214 0.342 1.838
H 2.964 -1.134 1.061
H 1.261 -0.833 0.728
H 0.804 -0.518 -1.633
H 0.256 0.964 -0.841
H 1.153 0.980 -2.397
N -2.439 -0.281 -0.514
C -2.011 0.142 0.934
O -1.050 -0.660 1.391
H -1.833 0.114 -1.216
H -2.506 -1.283 -0.592
H -1.747 1.216 0.746
H -2.979 0.093 1.421
```

* LUMO level: 3.303 eV
* charge: -1
* Kohn-Sham gap: 6.0 eV

Partial charges, natural (NBO), in e: atom 1 (C): -0.694, atom 2 (S): 0.081, atom 3 (C): -0.754, atom 4 (H): 0.215, atom 5 (H): 0.192, atom 6 (H): 0.286, atom 7 (H): 0.215, atom 8 (H): 0.234, atom 9 (H): 0.207, atom 10 (N): -0.959, atom 11 (C): 0.142, atom 12 (O): -0.954, atom 13 (H): 0.324, atom 14 (H): 0.337, atom 15 (H): 0.051, atom 16 (H): 0.077

---

*2*
The following is a DFT calculation (ωB97M-V/def2-TZVPD) of a cluster of 2 separate species, C3H10NOS in total.

```
16
Properties=species:S:1:pos:R:3
C -0.216 -0.758 0.465
C 1.264 -1.226 0.207
S 2.418 -0.556 1.422
C -0.938 -0.201 -0.757
N -2.120 0.581 -0.403
H -0.313 -0.095 1.322
H -0.638 -1.732 0.717
H 1.515 -0.734 -0.747
H 1.305 -2.300 0.039
H -1.072 -1.042 -1.437
H -0.271 0.496 -1.258
H -2.099 0.935 0.540
H -2.974 0.022 -0.428
H 2.041 2.014 0.420
H 0.633 2.082 0.064
O 1.463 2.513 -0.165
```

* LUMO level: 3.867 eV
* charge: -1
* Kohn-Sham gap: 6.4 eV

Partial charges, natural (NBO), in e: atom 1 (C): -0.433, atom 2 (C): -0.530, atom 3 (S): -0.715, atom 4 (C): -0.232, atom 5 (N): -0.851, atom 6 (H): 0.199, atom 7 (H): 0.181, atom 8 (H): 0.172, atom 9 (H): 0.169, atom 10 (H): 0.183, atom 11 (H): 0.178, atom 12 (H): 0.352, atom 13 (H): 0.341, atom 14 (H): 0.496, atom 15 (H): 0.459, atom 16 (O): -0.969

---

Least stable structure: *1*

---

*1*
The following is a DFT calculation (ωB97M-V/def2-TZVPD) of the molecule C4H4O2.

```
10
Properties=species:S:1:pos:R:3
O 1.072 1.097 -1.238
C 0.190 0.347 -0.441
C -0.508 0.737 0.665
C -1.002 -0.337 1.174
O -0.531 -1.375 0.425
C 0.121 -0.927 -0.642
H 1.712 0.656 -1.969
H -0.747 1.705 0.880
H -1.411 -0.359 2.182
H 1.103 -1.544 -1.035
```

* SMILES: Oc1ccoc1
* LUMO level: 0.740 eV
* Kohn-Sham gap: 9.4 eV

Partial charges, natural (NBO), in e: atom 1 (O): -0.724, atom 2 (C): 0.222, atom 3 (C): -0.356, atom 4 (C): 0.121, atom 5 (O): -0.414, atom 6 (C): 0.002, atom 7 (H): 0.502, atom 8 (H): 0.229, atom 9 (H): 0.216, atom 10 (H): 0.202

---

*2*
The following is a DFT calculation (ωB97M-V/def2-TZVPD) of the molecule C4H4O2.

```
10
Properties=species:S:1:pos:R:3
C 1.805 -1.141 -0.235
C 1.073 -0.192 -0.352
C 0.171 0.961 -0.463
O -1.218 0.639 -0.326
C -1.566 -0.232 0.644
O -2.707 -0.477 0.903
H 2.438 -1.996 -0.131
H 0.260 1.414 -1.453
H 0.444 1.725 0.274
H -0.701 -0.700 1.140
```

* SMILES: C#CCOC=O
* LUMO level: 0.792 eV
* Kohn-Sham gap: 11.2 eV

Partial charges, natural (NBO), in e: atom 1 (C): -0.203, atom 2 (C): -0.060, atom 3 (C): -0.150, atom 4 (O): -0.494, atom 5 (C): 0.640, atom 6 (O): -0.541, atom 7 (H): 0.247, atom 8 (H): 0.233, atom 9 (H): 0.212, atom 10 (H): 0.116

---

*3*
The following is a DFT calculation (ωB97M-V/def2-TZVPD) of the molecule C4H4O2.

```
10
Properties=species:S:1:pos:R:3
C -1.548 -2.097 0.163
C -0.639 -1.312 0.224
C 0.450 -0.341 0.313
O 0.369 0.553 -0.811
C 0.588 1.847 -0.548
O 0.896 2.309 0.518
H -2.360 -2.786 0.093
H 1.425 -0.838 0.282
H 0.384 0.238 1.237
H 0.434 2.428 -1.469
```

* SMILES: C#CCOC=O
* LUMO level: 0.903 eV
* Kohn-Sham gap: 11.3 eV

Partial charges, natural (NBO), in e: atom 1 (C): -0.195, atom 2 (C): -0.048, atom 3 (C): -0.165, atom 4 (O): -0.490, atom 5 (C): 0.649, atom 6 (O): -0.581, atom 7 (H): 0.239, atom 8 (H): 0.218, atom 9 (H): 0.244, atom 10 (H): 0.129

---

*4*
The following is a DFT calculation (ωB97M-V/def2-TZVPD) of a structure of composition C4H4O2.

```
10
Properties=species:S:1:pos:R:3
O -2.034 -0.287 1.071
C -0.811 -0.328 0.764
O 0.307 -0.192 1.486
C 0.674 0.572 0.274
C 0.899 -0.309 -0.874
C -0.548 0.045 -0.578
H 0.961 1.597 0.460
H 1.309 0.170 -1.757
H 1.269 -1.318 -0.702
H -2.026 0.050 -0.144
```

* LUMO level: 0.917 eV
* Kohn-Sham gap: 10.4 eV

Partial charges, natural (NBO), in e: atom 1 (O): -0.612, atom 2 (C): 0.710, atom 3 (O): -0.453, atom 4 (C): 0.091, atom 5 (C): -0.426, atom 6 (C): -0.467, atom 7 (H): 0.230, atom 8 (H): 0.237, atom 9 (H): 0.226, atom 10 (H): 0.465

---

Least stable structure: *4*

---

*1*
The following is a DFT calculation (ωB97M-V/def2-TZVPD) of the molecule C4H4O2.

```
10
Properties=species:S:1:pos:R:3
C 1.387 0.519 1.197
O 0.730 -0.772 1.272
C -0.257 -0.811 0.442
C -1.127 -0.696 -0.391
C -1.671 -0.340 -1.678
O -1.500 0.768 -2.142
H 2.338 0.407 1.713
H 1.541 0.785 0.148
H 0.755 1.268 1.680
H -2.196 -1.128 -2.241
```

* SMILES: COC#CC=O
* LUMO level: 0.705 eV
* Kohn-Sham gap: 10.6 eV

Partial charges, natural (NBO), in e: atom 1 (C): -0.246, atom 2 (O): -0.467, atom 3 (C): 0.406, atom 4 (C): -0.281, atom 5 (C): 0.367, atom 6 (O): -0.511, atom 7 (H): 0.203, atom 8 (H): 0.201, atom 9 (H): 0.196, atom 10 (H): 0.133

---

*2*
The following is a DFT calculation (ωB97M-V/def2-TZVPD) of the molecule C4H4O2.

```
10
Properties=species:S:1:pos:R:3
C 2.818 -0.305 -0.518
C 1.725 0.118 -0.241
C 0.379 0.274 0.286
O 0.133 0.054 1.446
O -0.542 0.553 -0.649
C -1.846 0.076 -0.284
H 3.783 -0.680 -0.781
H -2.544 0.457 -1.026
H -1.822 -1.017 -0.319
H -2.125 0.393 0.722
```

* SMILES: C#CC(=O)OC
* LUMO level: 0.668 eV
* Kohn-Sham gap: 11.3 eV

Partial charges, natural (NBO), in e: atom 1 (C): -0.126, atom 2 (C): -0.138, atom 3 (C): 0.728, atom 4 (O): -0.545, atom 5 (O): -0.488, atom 6 (C): -0.267, atom 7 (H): 0.239, atom 8 (H): 0.200, atom 9 (H): 0.188, atom 10 (H): 0.208

---

Least stable structure: *1*

---

*1*
The following is a DFT calculation (ωB97M-V/def2-TZVPD) of the molecule C3H4N4.

```
11
Properties=species:S:1:pos:R:3
C 1.440 -0.721 0.573
C -1.359 0.166 -0.679
C 0.751 0.278 -0.252
N -0.397 2.195 -0.755
N -1.464 1.429 -0.940
N 0.573 1.501 -0.184
N -1.818 -0.927 -0.340
H -2.656 -0.896 0.246
H 1.194 -1.720 0.210
H 1.211 -0.681 1.641
H 2.526 -0.624 0.480
```

* LUMO level (alpha / beta): -1.150 / -1.149 eV
* Kohn-Sham gap (alpha / beta): 7.6 / 7.6 eV

Partial charges, natural (NBO), in e: atom 1 (C): -0.720, atom 2 (C): 0.456, atom 3 (C): 0.287, atom 4 (N): 0.009, atom 5 (N): -0.297, atom 6 (N): -0.245, atom 7 (N): -0.614, atom 8 (H): 0.374, atom 9 (H): 0.250, atom 10 (H): 0.238, atom 11 (H): 0.262

---

*2*
The following is a DFT calculation (ωB97M-V/def2-TZVPD) of the molecule C3H4N4.

```
11
Properties=species:S:1:pos:R:3
H -2.301 1.192 0.062
N -2.920 0.287 -0.176
N -2.022 -0.496 -0.005
C -0.625 -0.219 0.351
C 0.335 -1.100 -0.009
N 1.577 -0.492 -0.084
C 1.324 0.949 -0.075
N 0.006 1.103 0.142
H 0.363 -2.213 0.200
H 2.370 -0.872 -0.333
H 1.893 1.862 -0.074
```

* SMILES: [H]/N=N\c1c[nH]cn1
* LUMO level: 0.658 eV
* Kohn-Sham gap: 9.4 eV

Partial charges, natural (NBO), in e: atom 1 (H): 0.280, atom 2 (N): -0.249, atom 3 (N): -0.150, atom 4 (C): 0.099, atom 5 (C): -0.006, atom 6 (N): -0.516, atom 7 (C): 0.151, atom 8 (N): -0.468, atom 9 (H): 0.230, atom 10 (H): 0.397, atom 11 (H): 0.233

---

*3*
The following is a DFT calculation (ωB97M-V/def2-TZVPD) of the molecule C3H4N4.

```
11
Properties=species:S:1:pos:R:3
N -1.779 -0.530 0.104
C -0.379 -0.026 0.111
C 0.316 -0.695 -0.917
N 1.607 -0.282 -0.969
C 1.983 0.644 -0.082
N 1.264 1.240 0.875
N -0.016 0.876 0.980
H -2.058 -1.038 0.946
H -2.488 0.171 -0.122
H -1.598 -1.185 -0.708
H 3.020 0.971 -0.132
```

* LUMO level: 0.017 eV
* Kohn-Sham gap: 7.7 eV

Partial charges, natural (NBO), in e: atom 1 (N): -0.731, atom 2 (C): 0.134, atom 3 (C): -0.164, atom 4 (N): -0.460, atom 5 (C): 0.201, atom 6 (N): -0.267, atom 7 (N): -0.214, atom 8 (H): 0.427, atom 9 (H): 0.427, atom 10 (H): 0.463, atom 11 (H): 0.184

---

*4*
The following is a DFT calculation (ωB97M-V/def2-TZVPD) of the molecule C3H4N4.

```
11
Properties=species:S:1:pos:R:3
N 1.912 -0.138 -0.749
C 0.594 -0.082 -0.257
C 0.034 0.668 0.976
N -1.280 0.736 1.179
C -2.028 -0.062 0.373
N -1.551 -0.865 -0.555
N -0.239 -0.941 -0.810
H 2.680 0.285 -0.240
H 2.192 -1.042 -1.137
H 0.796 1.485 0.688
H -3.110 -0.044 0.530
```

* SMILES: Nc1cncnn1
* LUMO level: -0.578 eV
* Kohn-Sham gap: 8.3 eV

Partial charges, natural (NBO), in e: atom 1 (N): -0.814, atom 2 (C): 0.320, atom 3 (C): -0.030, atom 4 (N): -0.384, atom 5 (C): 0.162, atom 6 (N): -0.206, atom 7 (N): -0.265, atom 8 (H): 0.390, atom 9 (H): 0.408, atom 10 (H): 0.221, atom 11 (H): 0.197

---

Least stable structure: *1*

---

*1*
The following is a DFT calculation (ωB97M-V/def2-TZVPD) of the molecule C3H4N4.

```
11
Properties=species:S:1:pos:R:3
H -2.562 -0.890 -0.131
N -2.249 -1.653 0.703
N -0.969 -1.590 0.937
C -0.309 -0.481 0.282
C 0.795 0.173 0.900
N 1.410 0.769 -0.189
C 0.520 0.759 -1.247
N -0.462 0.021 -1.010
H 1.221 0.045 1.905
H 2.157 1.417 -0.061
H 0.446 1.430 -2.088
```

* SMILES: [H]/N=N\c1c[nH]cn1
* LUMO level: 0.193 eV
* Kohn-Sham gap: 9.1 eV

Partial charges, natural (NBO), in e: atom 1 (H): 0.291, atom 2 (N): -0.269, atom 3 (N): -0.131, atom 4 (C): 0.143, atom 5 (C): -0.081, atom 6 (N): -0.523, atom 7 (C): 0.179, atom 8 (N): -0.466, atom 9 (H): 0.237, atom 10 (H): 0.411, atom 11 (H): 0.210

---

*2*
The following is a DFT calculation (ωB97M-V/def2-TZVPD) of a structure of composition C3H4N4.

```
11
Properties=species:S:1:pos:R:3
N 1.854 -0.341 -0.595
C 0.671 0.302 -0.336
C 0.146 1.124 0.575
N -1.220 0.899 0.097
C -1.751 -0.396 0.394
N -1.215 -1.104 -0.528
N -0.575 0.106 -1.010
H 2.297 -0.663 0.256
H 1.785 -1.080 -1.280
H 0.482 1.826 1.319
H -2.480 -0.692 1.128
```

* LUMO level: 0.951 eV
* Kohn-Sham gap: 9.6 eV

Partial charges, natural (NBO), in e: atom 1 (N): -0.810, atom 2 (C): 0.286, atom 3 (C): -0.191, atom 4 (N): -0.272, atom 5 (C): 0.176, atom 6 (N): -0.287, atom 7 (N): -0.107, atom 8 (H): 0.393, atom 9 (H): 0.395, atom 10 (H): 0.219, atom 11 (H): 0.197

---

Least stable structure: *2*